The following is a quantum chemistry calculation of a molecular structure, C54H128F6N9O8S2, from the OMol25 dataset.

Geometry as XYZ:
```
207
Properties=species:S:1:pos:R:3:lowdin_charge:R:1
C 3.75 3.20 -5.56 0.045
N 2.77 2.17 -5.06 -0.359
C 3.49 0.87 -4.95 0.010
C 2.27 2.57 -3.71 0.002
C 1.64 1.98 -6.04 -0.100
C 0.85 3.20 -6.48 -0.188
O 0.16 3.80 -5.37 -0.078
H 4.25 2.79 -6.43 0.126
H 4.48 3.34 -4.77 0.116
H 3.23 4.14 -5.75 0.113
H 4.28 1.02 -4.22 0.118
H 3.97 0.66 -5.90 0.120
H 2.83 0.09 -4.57 0.092
H 1.77 3.53 -3.76 0.094
H 3.14 2.70 -3.08 0.105
H 1.66 1.78 -3.29 0.089
H 0.99 1.24 -5.58 0.132
H 2.07 1.50 -6.93 0.151
H 0.09 2.78 -7.13 0.143
H 1.49 3.90 -7.00 0.132
H -0.61 4.24 -5.76 0.104
C 0.42 5.81 -0.98 0.028
N -1.07 5.81 -1.19 -0.364
C -1.78 5.49 0.06 0.015
C -1.47 7.16 -1.69 0.030
C -1.46 4.81 -2.26 -0.091
C -1.29 3.32 -1.95 -0.210
O -0.04 2.99 -1.35 -0.114
H 0.64 6.67 -0.36 0.115
H 0.88 5.90 -1.96 0.114
H 0.68 4.92 -0.41 0.090
H -2.86 5.58 -0.07 0.121
H -1.53 6.25 0.80 0.124
H -1.53 4.50 0.43 0.105
H -1.19 7.91 -0.95 0.123
H -2.55 7.20 -1.81 0.120
H -0.94 7.35 -2.62 0.121
H -0.89 5.10 -3.15 0.123
H -2.51 5.01 -2.46 0.142
H -1.37 2.80 -2.91 0.128
H -2.11 3.04 -1.28 0.105
H -0.10 2.02 -1.20 0.026
C -2.07 -1.58 -4.59 0.020
N -1.40 -2.90 -4.32 -0.350
C -1.14 -3.54 -5.66 0.025
C -0.06 -2.59 -3.70 0.019
C -2.28 -3.76 -3.45 -0.087
C -1.86 -5.19 -3.35 -0.212
O -0.78 -5.34 -2.43 -0.065
H -2.44 -1.20 -3.64 0.107
H -2.88 -1.74 -5.30 0.121
H -1.32 -0.92 -5.02 0.099
H -0.35 -4.27 -5.52 0.112
H -0.73 -2.78 -6.32 0.115
H -2.03 -4.02 -6.04 0.128
H -0.18 -1.95 -2.83 0.073
H 0.46 -2.03 -4.48 0.101
H 0.41 -3.53 -3.43 0.104
H -3.26 -3.68 -3.93 0.150
H -2.31 -3.33 -2.45 0.134
H -1.63 -5.69 -4.29 0.131
H -2.71 -5.82 -3.04 0.145
H -0.30 -6.14 -2.69 0.108
C -0.22 -6.71 2.83 0.016
N -0.68 -5.52 2.03 -0.342
C -0.05 -5.55 0.69 -0.001
C -2.15 -5.74 1.87 0.015
C -0.46 -4.26 2.83 -0.074
C 0.96 -3.71 2.74 -0.230
O 1.85 -4.48 3.53 -0.029
H -0.52 -6.66 3.87 0.122
H 0.87 -6.65 2.95 0.108
H -0.49 -7.65 2.38 0.122
H 1.03 -5.60 0.76 0.061
H -0.26 -4.58 0.23 0.099
H -0.50 -6.32 0.08 0.111
H -2.33 -6.72 1.45 0.116
H -2.57 -4.92 1.27 0.111
H -2.65 -5.63 2.83 0.121
H -0.61 -4.55 3.87 0.141
H -1.21 -3.54 2.54 0.134
H 0.87 -2.68 3.09 0.131
H 1.33 -3.64 1.72 0.064
H 2.11 -4.00 4.32 0.110
C 6.78 0.34 2.91 -0.073
C 6.93 1.70 2.20 -0.217
C 6.44 2.84 3.09 -0.147
N 6.18 4.13 2.38 -0.267
C 7.39 4.54 1.58 0.044
C 5.81 5.22 3.36 -0.094
C 4.78 6.08 2.66 -0.132
C 3.95 5.05 1.89 -0.134
C 4.98 4.01 1.41 -0.079
H 7.71 0.08 3.42 0.090
H 6.55 -0.47 2.23 0.067
H 6.07 0.41 3.74 0.076
H 6.28 1.69 1.32 0.093
H 7.98 1.86 1.97 0.120
H 7.14 3.03 3.91 0.157
H 5.49 2.56 3.57 0.134
H 7.20 5.54 1.21 0.119
H 7.53 3.83 0.77 0.104
H 8.22 4.58 2.28 0.127
H 6.71 5.70 3.72 0.152
H 5.34 4.72 4.21 0.141
H 5.25 6.83 2.02 0.128
H 4.20 6.59 3.42 0.133
H 3.53 5.56 1.02 0.111
H 3.21 4.55 2.50 0.119
H 5.32 4.16 0.40 0.130
H 4.56 3.02 1.57 0.101
C -5.88 2.25 -1.44 -0.098
C -7.19 2.41 -2.23 -0.226
C -8.16 1.27 -2.11 -0.136
N -9.53 1.50 -2.72 -0.284
C -9.44 1.98 -4.12 0.033
C -10.30 0.18 -2.69 -0.104
C -11.76 0.56 -2.76 -0.123
C -11.84 1.91 -2.01 -0.107
C -10.39 2.41 -1.86 -0.076
H -5.21 1.46 -1.76 0.054
H -6.09 2.11 -0.37 0.085
H -5.38 3.21 -1.34 0.068
H -7.00 2.67 -3.28 0.107
H -7.61 3.34 -1.84 0.124
H -8.36 0.97 -1.07 0.137
H -7.78 0.36 -2.58 0.140
H -10.45 2.14 -4.47 0.125
H -8.96 1.18 -4.68 0.121
H -8.87 2.90 -4.19 0.103
H -9.91 -0.52 -3.43 0.142
H -10.02 -0.22 -1.72 0.138
H -12.19 0.62 -3.75 0.126
H -12.28 -0.22 -2.20 0.131
H -12.41 2.64 -2.58 0.126
H -12.36 1.80 -1.06 0.127
H -10.33 3.36 -2.38 0.131
H -9.98 2.61 -0.87 0.138
C 2.95 -4.60 0.15 -0.094
C 4.26 -4.27 -0.59 -0.190
C 4.81 -5.54 -1.23 -0.115
N 6.22 -5.55 -1.81 -0.271
C 6.57 -6.99 -2.05 0.039
C 7.22 -4.86 -0.93 -0.091
C 7.57 -3.50 -1.54 -0.114
C 6.53 -3.34 -2.65 -0.158
C 6.27 -4.74 -3.12 -0.069
H 2.80 -3.99 1.04 0.055
H 2.87 -5.67 0.38 0.086
H 2.09 -4.35 -0.47 0.071
H 5.00 -3.77 0.04 0.115
H 3.99 -3.53 -1.34 0.095
H 4.15 -5.84 -2.04 0.139
H 4.85 -6.31 -0.45 0.134
H 6.51 -7.48 -1.08 0.120
H 7.59 -7.04 -2.43 0.122
H 5.94 -7.35 -2.86 0.121
H 8.11 -5.49 -0.92 0.139
H 6.91 -4.90 0.11 0.138
H 8.57 -3.56 -1.97 0.130
H 7.61 -2.66 -0.86 0.120
H 6.96 -2.76 -3.49 0.129
H 5.65 -2.77 -2.37 0.095
H 7.06 -5.17 -3.73 0.149
H 5.31 -4.92 -3.60 0.135
C -2.28 0.45 4.67 -0.087
C -2.85 0.00 6.01 -0.231
C -2.18 0.68 7.20 -0.113
N -2.71 0.31 8.56 -0.262
C -4.18 0.05 8.62 0.020
C -2.38 1.38 9.60 -0.085
C -0.96 1.08 10.04 -0.143
C -0.81 -0.45 9.99 -0.108
C -2.01 -0.91 9.12 -0.091
H -2.34 1.54 4.57 0.082
H -2.77 -0.05 3.84 0.066
H -1.22 0.20 4.60 0.075
H -2.71 -1.08 6.16 0.116
H -3.92 0.18 6.03 0.107
H -2.39 1.75 7.14 0.138
H -1.10 0.53 7.22 0.142
H -4.50 -0.63 7.84 0.100
H -4.69 1.01 8.48 0.125
H -4.44 -0.40 9.57 0.117
H -3.06 1.21 10.43 0.147
H -2.46 2.37 9.17 0.139
H -0.76 1.49 11.03 0.135
H -0.26 1.58 9.37 0.115
H -0.92 -0.90 10.97 0.127
H 0.13 -0.69 9.50 0.115
H -2.68 -1.47 9.76 0.133
H -1.66 -1.56 8.32 0.129
C 2.58 0.96 0.12 -0.672
F 1.98 1.12 1.30 0.148
F 2.51 2.11 -0.54 0.142
F 3.83 0.59 0.35 0.145
S 1.71 -0.46 -0.76 0.633
O 2.29 -0.58 -2.07 -0.299
O 1.89 -1.59 0.09 -0.270
N 0.14 0.20 -0.83 -0.296
S -0.77 -0.72 0.12 0.576
O -1.03 -2.02 -0.46 -0.313
O -0.36 -0.75 1.49 -0.290
C -2.41 0.18 0.24 -0.671
F -3.20 -0.63 0.93 0.151
F -2.25 1.29 0.94 0.147
F -3.00 0.49 -0.92 0.123
```

Values from the calculation:
E_HOMO	-22.09	eV
E_LUMO	-0.427	hartree
frontier orbital gap	10.47	eV
total energy	-4621.8632	Ha
M	1209.80	g/mol
multiplicity	1
net charge	+7

The following is a quantum chemistry calculation of 11 unconnected molecules or ions with the total composition C54H137N7O18, from the OMol25 dataset.

Geometry as XYZ:
```
216
Properties=species:S:1:pos:R:3:lowdin_charge:R:1
C 3.53 -4.40 -2.94 -0.096
O 4.50 -3.37 -2.94 -0.244
C 4.61 -2.78 -4.27 -0.165
C 5.90 -1.86 -4.32 -0.162
N 5.83 -0.61 -3.52 -0.043
C 5.96 -0.74 -2.07 -0.200
C 7.37 -0.54 -1.53 -0.209
O 8.15 -1.66 -1.87 -0.202
C 9.49 -1.61 -1.42 -0.103
H 3.92 -5.29 -3.43 0.084
H 2.67 -4.07 -3.52 0.065
H 3.22 -4.47 -1.90 0.084
H 3.74 -2.17 -4.49 0.093
H 4.65 -3.53 -5.07 0.118
H 6.15 -1.65 -5.36 0.112
H 6.67 -2.53 -3.92 0.102
H 6.51 0.04 -3.89 0.093
H 5.39 -1.63 -1.79 0.080
H 5.42 0.05 -1.55 0.105
H 7.53 -0.43 -0.45 0.110
H 7.70 0.38 -2.02 0.116
H 9.71 -1.16 -0.45 0.071
H 10.04 -0.97 -2.11 0.088
H 9.84 -2.64 -1.35 0.082
C 4.19 -8.11 -4.55 -0.103
O 5.39 -7.60 -3.96 -0.205
C 6.12 -8.59 -3.22 -0.215
C 6.74 -8.04 -1.90 -0.180
N 7.71 -7.02 -2.37 -0.079
C 8.39 -6.15 -1.34 -0.140
C 7.44 -4.99 -1.07 -0.273
O 6.52 -5.33 -0.09 -0.173
C 5.84 -4.09 0.34 -0.057
H 4.42 -8.89 -5.27 0.090
H 3.64 -7.28 -4.99 0.074
H 3.54 -8.45 -3.75 0.085
H 6.86 -9.17 -3.76 0.119
H 5.46 -9.33 -2.78 0.105
H 7.30 -8.73 -1.26 0.116
H 5.95 -7.60 -1.29 0.103
H 7.28 -6.40 -3.04 0.079
H 9.33 -5.66 -1.60 0.101
H 8.56 -6.89 -0.55 0.116
H 6.82 -4.67 -1.91 0.119
H 8.08 -4.14 -0.81 0.090
H 6.65 -3.48 0.73 0.080
H 5.21 -4.41 1.17 0.087
H 5.34 -3.43 -0.36 0.060
C -0.02 -4.60 0.12 -0.036
O -0.50 -5.45 -1.01 -0.183
C 0.25 -5.29 -2.17 -0.273
C -0.50 -5.65 -3.41 -0.245
N 0.29 -5.28 -4.56 -0.067
C -0.55 -5.73 -5.69 -0.176
C 0.27 -5.75 -7.05 -0.192
O -0.51 -6.34 -8.10 -0.201
C -0.21 -5.97 -9.44 -0.111
H -0.31 -3.56 -0.08 0.069
H 1.02 -4.88 0.29 0.086
H -0.60 -4.95 0.97 0.081
H 1.21 -5.81 -2.13 0.121
H 0.49 -4.23 -2.33 0.101
H -1.47 -5.16 -3.45 0.127
H -0.47 -6.73 -3.50 0.124
H 0.25 -4.28 -4.43 0.044
H -1.40 -5.06 -5.81 0.109
H -0.83 -6.78 -5.56 0.117
H 1.22 -6.28 -6.95 0.115
H 0.47 -4.70 -7.28 0.104
H -0.86 -6.37 -10.22 0.082
H 0.70 -6.46 -9.80 0.078
H -0.13 -4.89 -9.53 0.081
C -4.72 3.55 5.09 -0.038
O -5.62 4.55 5.77 -0.173
C -6.81 4.88 5.11 -0.260
C -7.04 6.39 5.03 -0.239
N -7.21 7.18 6.21 -0.043
C -8.20 6.53 7.07 -0.215
C -8.46 7.29 8.37 -0.166
O -7.24 7.11 9.23 -0.202
C -7.47 7.78 10.45 -0.140
H -4.70 3.56 4.00 0.068
H -5.06 2.57 5.40 0.083
H -3.70 3.65 5.44 0.058
H -7.59 4.48 5.75 0.100
H -6.94 4.39 4.15 0.115
H -7.64 6.75 4.19 0.110
H -6.13 6.82 4.61 0.110
H -6.35 7.31 6.73 0.113
H -7.89 5.51 7.30 0.104
H -9.16 6.35 6.59 0.124
H -9.35 6.89 8.84 0.113
H -8.62 8.37 8.32 0.114
H -7.64 8.85 10.33 0.090
H -6.58 7.65 11.08 0.082
H -8.15 7.16 11.02 0.088
C 2.47 -1.44 -0.89 -0.095
O 1.79 -0.24 -0.58 -0.212
C 1.81 -0.08 0.83 -0.191
C 0.82 1.06 1.02 -0.199
N -0.61 0.80 1.19 -0.076
C -1.31 0.00 0.18 -0.187
C -2.83 0.01 0.46 -0.229
O -3.33 1.29 0.22 -0.167
C -4.59 1.58 0.83 -0.083
H 3.50 -1.34 -0.54 0.077
H 2.49 -1.72 -1.95 0.081
H 1.97 -2.24 -0.36 0.072
H 2.78 0.37 1.03 0.127
H 1.50 -1.01 1.31 0.130
H 0.94 1.77 0.21 0.119
H 1.07 1.59 1.94 0.080
H -1.16 1.65 1.26 0.091
H -0.88 -0.99 0.32 0.112
H -1.09 0.48 -0.77 0.112
H -2.99 -0.55 1.39 0.100
H -3.19 -0.77 -0.21 0.118
H -4.88 2.63 0.75 0.055
H -4.75 1.41 1.90 0.091
H -5.32 1.03 0.24 0.077
C -5.90 10.54 -4.36 -0.105
O -5.43 9.24 -4.04 -0.206
C -3.93 9.24 -3.87 -0.094
C -3.54 7.74 -3.72 -0.156
N -3.84 7.10 -2.53 0.155
C -5.22 7.23 -2.00 -0.081
C -5.50 6.34 -0.79 -0.167
O -5.79 4.95 -1.00 -0.135
C -4.66 4.15 -1.24 -0.106
H -5.35 11.18 -5.06 0.092
H -5.96 11.10 -3.43 0.093
H -6.87 10.51 -4.84 0.098
H -3.53 9.80 -3.03 0.131
H -3.50 9.67 -4.78 0.134
H -2.52 7.58 -4.06 0.147
H -4.07 7.16 -4.47 0.157
H -3.12 7.19 -1.83 0.176
H -5.93 7.05 -2.81 0.151
H -5.37 8.26 -1.69 0.158
H -6.33 6.76 -0.23 0.140
H -4.70 6.44 -0.06 0.129
H -3.91 4.33 -0.47 0.098
H -4.14 4.49 -2.14 0.079
H -4.86 3.11 -1.52 0.106
C 3.12 2.71 3.63 -0.102
O 4.49 2.39 3.74 -0.224
C 5.03 1.76 4.91 -0.158
C 6.55 2.05 4.73 -0.225
N 6.92 1.67 3.40 -0.073
C 8.25 2.08 2.99 -0.202
C 8.75 1.61 1.61 -0.247
O 9.98 2.20 1.30 -0.184
C 10.33 2.15 -0.12 -0.065
H 2.73 3.14 4.55 0.055
H 2.62 1.73 3.61 0.078
H 2.79 3.41 2.87 0.097
H 4.87 0.69 5.03 0.124
H 4.74 2.36 5.77 0.117
H 7.17 1.55 5.47 0.122
H 6.75 3.12 4.84 0.113
H 6.23 2.03 2.76 0.103
H 9.09 1.91 3.67 0.121
H 8.37 3.15 3.09 0.110
H 8.05 1.75 0.79 0.108
H 8.90 0.53 1.68 0.113
H 9.70 2.90 -0.62 0.082
H 10.18 1.15 -0.53 0.058
H 11.28 2.49 -0.52 0.084
C -5.35 -4.88 3.77 -0.048
C -5.04 -3.72 2.78 -0.466
C -4.51 -2.39 3.36 -0.032
O -3.98 -4.22 1.98 -0.080
H -6.25 -4.48 4.24 0.072
H -4.61 -5.05 4.54 0.079
H -5.57 -5.86 3.34 0.077
H -5.90 -3.51 2.14 0.117
H -5.40 -1.93 3.79 0.073
H -3.99 -1.71 2.69 0.050
H -4.00 -2.62 4.30 0.079
H -4.31 -4.91 1.41 0.085
C 0.72 2.52 6.30 -0.066
C -0.07 3.40 5.37 -0.542
C -1.05 2.68 4.51 -0.049
O -0.68 4.30 6.23 -0.037
H 1.54 3.10 6.74 0.091
H 1.12 1.69 5.71 0.073
H 0.04 2.03 6.99 0.098
H 0.62 3.97 4.75 0.123
H -0.60 1.84 3.97 0.073
H -1.55 3.24 3.72 0.075
H -1.93 2.45 5.11 0.072
H -0.26 4.26 7.09 0.084
C 0.66 -0.78 -4.69 -0.040
C -0.45 -1.56 -4.04 -0.534
C -1.73 -0.88 -4.28 -0.071
O -0.55 -2.76 -4.67 -0.055
H 1.62 -1.21 -4.41 0.061
H 0.72 0.29 -4.50 0.085
H 0.58 -0.74 -5.78 0.089
H -0.36 -1.60 -2.95 0.146
H -1.68 -0.01 -3.62 0.082
H -2.50 -1.62 -4.06 0.095
H -1.95 -0.47 -5.26 0.090
H -1.03 -2.76 -5.50 0.117
C -7.95 -3.00 -1.27 -0.051
C -8.54 -2.08 -0.21 -0.502
C -8.05 -0.64 -0.35 -0.068
O -9.96 -2.04 -0.18 -0.044
H -8.41 -2.87 -2.24 0.078
H -8.35 -4.00 -1.12 0.082
H -6.89 -2.88 -1.50 0.084
H -8.24 -2.42 0.78 0.121
H -8.22 -0.36 -1.39 0.085
H -6.98 -0.61 -0.15 0.052
H -8.43 0.14 0.31 0.077
H -10.23 -1.56 0.61 0.088
```

Values from the calculation:
⟨S²⟩	0.75
E_HOMO (alpha / beta)	-8.78 / -8.78	eV
E_LUMO (alpha / beta)	-0.107 / -0.287	hartree
frontier orbital gap (alpha / beta)	5.86 / 0.96	eV
total energy	-3876.2745	Ha
M	1172.72	g/mol
multiplicity	2
net charge	+1